The following is a quantum chemistry calculation of one molecule with the formula C4H10N4O at a distorted geometry, from the OMol25 dataset.

energy above the lowest of the compared OMol25 structures with the same formula, charge and spin = 404.9 kJ/mol
Kohn-Sham gap (alpha / beta) = 8.6 / 8.6 eV
HOMO energy (alpha / beta) = -8.4 / -8.4 eV
SMILES string = CC(=O)CNN=C(N)N

```
! wB97M-V def2-TZVPD RIJCOSX def2/J DEFGRID3
* xyz 0 1
C -1.252 1.228 1.074
C -0.157 1.062 0.046
O -0.163 1.679 -1.032
C 1.392 0.992 0.771
N 2.057 -0.180 0.141
N 1.006 -0.993 0.457
C -0.041 -1.071 -0.415
N -1.068 -1.928 -0.040
N 0.111 -0.905 -1.775
H -1.064 0.604 1.949
H -2.207 0.969 0.611
H -1.299 2.278 1.368
H 1.414 0.947 1.858
H 1.822 1.915 0.379
H 2.107 -0.031 -0.874
H -1.179 -1.959 0.967
H -1.507 -2.530 -0.725
H 0.722 -1.405 -2.407
H -0.693 -0.674 -2.353
*
```